[1]
Molecular formula: C32H38BrFN6O6SiSn
Method: DFT, ωB97M-V/def2-TZVPD

Each line ends with the Löwdin charge.
Cartesian coordinates (Å):
Sn  -1.62  -0.43  -1.72  1.515
O  -2.09  1.75  -0.63  -0.211
N  -2.63  2.74  -1.16  0.013
N  -3.55  2.53  -2.01  -0.140
O  -3.89  1.27  -2.41  -0.239
C  -4.17  3.63  -2.68  -0.204
C  -4.42  3.53  -4.04  -0.013
C  -5.00  4.59  -4.71  -0.055
C  -5.32  5.75  -4.02  -0.059
C  -5.07  5.85  -2.65  -0.054
C  -4.49  4.79  -1.98  -0.019
H  -4.16  2.62  -4.57  0.121
H  -5.19  4.52  -5.77  0.115
H  -5.78  6.58  -4.54  0.114
H  -5.32  6.75  -2.11  0.115
H  -4.29  4.83  -0.92  0.121
F  4.55  1.61  0.94  0.070
C  3.81  0.62  1.48  -0.181
C  2.64  0.30  0.85  0.091
C  1.78  -0.66  1.38  -0.043
C  0.52  -0.97  0.69  -0.268
O  0.30  -0.43  -0.42  -0.150
C  -0.34  -1.87  1.39  -0.012
C  0.08  -2.43  2.56  0.064
N  1.28  -2.21  3.14  0.022
C  1.62  -2.89  4.37  -0.254
C  2.70  -3.93  4.35  -0.089
C  1.27  -4.34  4.52  -0.069
C  2.14  -1.28  2.59  -0.109
C  3.35  -0.96  3.20  0.066
C  4.21  0.00  2.68  -0.126
N  5.42  0.29  3.33  -0.090
C  5.47  0.39  4.78  -0.120
C  6.68  -0.40  5.29  -0.067
N  7.73  -0.38  4.22  0.064
C  7.75  0.95  3.54  -0.075
C  6.47  1.09  2.71  -0.123
C  -1.72  -2.29  0.94  -0.572
O  -2.41  -2.94  1.70  0.090
O  -2.08  -1.92  -0.26  -0.243
H  2.36  0.81  -0.06  0.140
H  -0.60  -3.10  3.07  0.154
H  1.53  -2.26  5.25  0.159
H  3.37  -3.99  5.20  0.106
H  3.16  -4.15  3.40  0.116
H  0.92  -4.67  5.49  0.118
H  0.80  -4.84  3.69  0.117
H  3.62  -1.48  4.10  0.107
H  4.56  -0.01  5.23  0.127
H  5.54  1.44  5.10  0.140
H  6.43  -1.44  5.50  0.137
H  7.10  0.05  6.19  0.142
H  7.50  -1.08  3.52  0.187
H  8.64  -0.62  4.61  0.190
H  8.63  1.03  2.91  0.143
H  7.83  1.71  4.32  0.140
H  6.65  0.72  1.70  0.135
H  6.22  2.15  2.64  0.139
O  2.50  -1.73  -7.11  0.114
C  1.77  -1.44  -6.03  -0.301
C  2.19  -0.59  -5.01  0.014
C  1.35  -0.37  -3.95  -0.129
N  0.13  -0.91  -3.85  -0.090
C  -0.25  -1.72  -4.83  -0.737
Br  -1.99  -2.45  -4.63  0.768
C  0.51  -2.03  -5.93  -0.021
H  3.34  -1.26  -7.12  0.127
H  3.16  -0.11  -5.05  0.121
H  1.63  0.28  -3.12  0.112
H  0.17  -2.71  -6.70  0.127
C  -6.04  -1.83  -0.46  -0.125
Si  -5.41  0.57  -1.86  0.540
C  -6.36  0.30  -3.44  -0.131
C  -6.17  1.78  -0.65  -0.129
C  -4.86  -0.99  -0.98  -0.329
H  -6.67  -1.26  0.22  0.070
H  -5.68  -2.71  0.07  0.078
H  -6.67  -2.18  -1.29  0.073
H  -7.40  0.04  -3.21  0.045
H  -5.93  -0.52  -4.02  0.042
H  -6.38  1.19  -4.07  0.030
H  -7.10  1.37  -0.26  0.046
H  -6.41  2.75  -1.09  0.034
H  -5.50  1.94  0.21  0.048
H  -4.26  -1.62  -1.64  0.048
H  -4.22  -0.71  -0.14  0.063

Calculated values
- E_LUMO (eV) = -4.805
- orbital gap (eV) = 7.92
- total charge = +2
- relative energy (zero: lowest compared OMol25 entry of this formula, charge and spin) (kcal/mol) = 0.0
- multiplicity = 1


[2]
Molecular formula: C32H38Cl4I2N5O3
Method: DFT, ωB97M-V/def2-TZVPD

Each line ends with the Löwdin charge.
Cartesian coordinates (Å):
C  0.94  6.66  -2.70  -0.074
C  0.98  5.21  -2.18  -0.209
C  0.54  5.11  -0.75  -0.193
O  -0.78  5.68  -0.61  -0.099
C  -1.53  5.13  0.40  -0.140
N  -1.96  3.74  0.06  0.107
C  -2.33  3.51  -1.33  -0.163
O  -1.31  2.80  -1.95  -0.123
C  -1.64  2.45  -3.29  -0.213
C  -2.53  1.21  -3.38  -0.042
C  -2.01  2.78  0.93  -0.250
N  -2.36  1.49  0.66  0.153
C  -1.11  0.70  0.57  -0.172
C  -1.38  -0.76  0.27  -0.297
C  -2.60  -1.33  0.59  -0.067
C  -2.79  -2.67  0.25  -0.046
C  -1.77  -3.35  -0.39  -0.043
C  -0.59  -2.68  -0.65  -0.125
N  -0.37  -1.39  -0.34  0.133
C  -0.31  0.99  1.91  -0.304
C  0.36  -0.22  2.57  -0.704
I  -1.01  -1.37  3.80  1.019
C  1.52  0.30  3.45  -0.781
C  2.01  -0.60  4.58  -0.247
I  3.21  0.65  2.13  0.890
C  -1.20  1.76  2.87  -0.155
N  -1.63  3.04  2.25  -0.056
N  -2.78  3.57  2.95  0.163
C  -2.55  4.64  3.53  -0.272
O  -2.48  5.62  4.09  0.279
H  0.72  7.36  -1.90  0.071
H  0.15  6.77  -3.44  0.071
H  1.88  6.91  -3.19  0.072
H  1.98  4.80  -2.30  0.116
H  0.34  4.61  -2.82  0.090
H  0.57  4.07  -0.41  0.118
H  1.22  5.71  -0.14  0.135
H  -0.95  5.13  1.32  0.137
H  -2.42  5.73  0.48  0.156
H  -2.55  4.46  -1.82  0.155
H  -3.26  2.93  -1.36  0.142
H  -0.72  2.27  -3.82  0.125
H  -2.12  3.31  -3.75  0.123
H  -2.07  0.40  -3.93  0.080
H  -2.82  0.84  -2.40  0.062
H  -3.46  1.44  -3.90  0.081
H  -2.96  1.39  -0.15  0.130
H  -0.47  1.05  -0.24  0.142
H  -3.39  -0.80  1.08  0.110
H  -3.73  -3.14  0.47  0.114
H  -1.92  -4.38  -0.67  0.073
H  0.20  -3.21  -1.16  0.042
H  0.51  1.66  1.63  0.099
H  0.81  -0.88  1.85  0.047
H  1.29  1.28  3.86  0.063
H  2.07  -1.64  4.29  0.070
H  3.03  -0.31  4.82  0.005
H  1.45  -0.46  5.49  0.063
H  -2.08  1.20  3.16  0.075
H  -0.67  2.01  3.78  0.126
Cl  -1.79  -7.14  -1.72  0.686
C  -1.84  -6.51  -3.34  -0.683
C  -0.88  -5.62  -3.79  -0.667
Cl  0.42  -5.10  -2.78  0.719
C  -0.95  -5.13  -5.09  -0.107
C  -1.98  -5.53  -5.93  -0.077
C  -2.94  -6.43  -5.47  -0.075
C  -2.87  -6.91  -4.18  -0.104
H  -0.20  -4.43  -5.44  0.107
H  -2.03  -5.15  -6.94  0.109
H  -3.74  -6.75  -6.12  0.110
H  -3.61  -7.61  -3.82  0.109
Cl  4.99  -4.37  6.02  0.681
C  5.53  -3.83  4.47  -0.690
C  5.80  -2.49  4.22  -0.683
Cl  5.63  -1.29  5.46  0.683
C  6.23  -2.09  2.96  -0.128
C  6.38  -3.02  1.95  -0.081
C  6.12  -4.36  2.20  -0.079
C  5.69  -4.76  3.45  -0.107
H  6.44  -1.05  2.78  0.096
H  6.72  -2.71  0.97  0.107
H  6.24  -5.10  1.41  0.108
H  5.48  -5.81  3.65  0.108

Calculated values
- E_LUMO (eV) = -3.443
- orbital gap (eV) = 7.24
- total charge = +1
- relative energy (zero: lowest compared OMol25 entry of this formula, charge and spin) (kcal/mol) = 0.0
- multiplicity = 1


[3]
Molecular formula: C32H38N2P2RuS3
Method: DFT, ωB97M-V/def2-TZVPD

Each line ends with the Löwdin charge.
Cartesian coordinates (Å):
Ru  0.93  -0.17  -0.82  0.543
N  -0.47  -2.92  -0.48  -0.087
P  -1.08  -1.45  -1.09  0.956
C  -2.78  -1.42  -0.47  -0.357
C  -3.29  -2.45  0.32  -0.083
C  -4.61  -2.42  0.74  -0.047
C  -5.43  -1.37  0.37  -0.040
C  -4.93  -0.33  -0.41  -0.043
C  -3.61  -0.36  -0.82  -0.114
C  -1.23  -1.70  -2.90  -0.364
C  -2.04  -0.86  -3.66  -0.113
C  -2.08  -1.00  -5.04  -0.047
C  -1.31  -1.96  -5.68  -0.042
C  -0.50  -2.80  -4.92  -0.050
C  -0.45  -2.66  -3.54  -0.085
C  0.87  -3.14  -0.61  -0.394
C  1.40  -4.43  -0.44  0.017
C  2.74  -4.63  -0.65  0.002
C  3.56  -3.56  -1.03  -0.019
C  2.99  -2.33  -1.16  -0.118
N  1.66  -2.09  -0.93  -0.078
H  -1.04  -3.76  -0.51  0.122
H  -2.67  -3.27  0.66  0.099
H  -5.00  -3.22  1.35  0.120
H  -6.47  -1.35  0.69  0.121
H  -5.56  0.50  -0.69  0.121
H  -3.23  0.47  -1.41  0.089
H  -2.67  -0.11  -3.20  0.087
H  -2.73  -0.35  -5.62  0.120
H  -1.34  -2.06  -6.75  0.121
H  0.09  -3.56  -5.41  0.118
H  0.18  -3.34  -2.99  0.094
H  0.74  -5.24  -0.17  0.133
H  3.16  -5.62  -0.53  0.134
H  4.61  -3.69  -1.22  0.128
H  3.57  -1.47  -1.46  0.048
S  2.57  3.01  -3.46  0.775
C  2.17  1.83  -2.48  -1.680
S  3.00  0.91  -1.29  0.611
S  0.52  1.08  -2.44  0.667
C  -1.59  0.26  2.24  -0.076
C  -0.96  1.57  1.77  -0.649
C  -1.74  2.18  0.59  -0.094
C  -1.01  2.60  2.91  -0.052
P  0.77  1.29  1.14  1.114
C  1.41  2.96  0.84  -0.362
C  1.05  3.69  -0.30  -0.151
C  1.46  5.00  -0.46  -0.050
C  2.22  5.62  0.52  -0.034
C  2.57  4.92  1.66  -0.037
C  2.16  3.60  1.83  -0.081
C  1.83  0.37  2.41  -0.640
C  1.45  0.75  3.86  -0.066
C  3.34  0.59  2.24  -0.076
C  1.54  -1.13  2.23  -0.096
H  -2.65  0.43  2.45  0.109
H  -1.13  -0.11  3.16  0.073
H  -1.54  -0.53  1.50  0.030
H  -2.80  2.14  0.82  0.101
H  -1.58  1.64  -0.34  0.024
H  -1.46  3.22  0.44  0.087
H  -2.06  2.87  3.04  0.107
H  -0.46  3.51  2.66  0.088
H  -0.66  2.21  3.85  0.072
H  0.44  3.24  -1.07  0.048
H  1.17  5.54  -1.35  0.121
H  2.54  6.65  0.39  0.122
H  3.15  5.39  2.44  0.122
H  2.43  3.10  2.74  0.084
H  1.54  1.81  4.07  0.079
H  2.16  0.22  4.51  0.108
H  0.46  0.41  4.14  0.069
H  3.68  1.55  2.61  0.080
H  3.68  0.50  1.21  0.026
H  3.84  -0.18  2.83  0.105
H  0.48  -1.37  2.15  0.063
H  1.93  -1.66  3.10  0.110
H  2.08  -1.52  1.37  0.055

Calculated values
- E_LUMO (eV) = -8.060
- orbital gap (eV) = 5.94
- total charge = +2
- relative energy (zero: lowest compared OMol25 entry of this formula, charge and spin) (kcal/mol) = 0.0
- multiplicity = 1